ORCA calculation (ωB97M-V/def2-TZVPD) on a molecular structure, C20H34BCdO10 in a non-equilibrium geometry.

As for the electronic energy: -47001.0037 eV. For the HOMO-LUMO gap, the calculation gives 9.672 eV. The HOMO energy is -11.34 eV. As for the LUMO energy: -0.061 hartree. As for the energy above the lowest of the compared OMol25 structures with the same formula, charge and spin: 0.114 eV.

ORCA input file:
```
! RIJCOSX wB97M-V def2-TZVPD def2/J DEFGRID3
* xyz 1 1
Cd 3.73 -23.14 6.37
B 2.47 -24.13 4.75
H 1.55 -24.64 4.29
H 2.05 -23.32 5.44
H 3.15 -24.79 5.39
H 3.14 -23.75 3.88
O 4.68 -24.89 7.37
C 5.18 -25.96 7.50
O 6.31 -26.13 8.23
C 6.72 -27.50 8.13
C 6.15 -27.98 6.82
C 4.79 -27.27 6.82
H 6.39 -28.10 8.98
H 7.81 -27.57 8.10
H 6.05 -29.07 6.78
H 6.75 -27.80 5.93
H 4.07 -27.82 7.42
H 4.38 -27.03 5.84
O 3.23 -21.03 6.12
C 3.30 -20.03 5.45
O 4.04 -19.90 4.39
C 3.97 -18.62 3.76
C 2.67 -18.02 4.35
C 2.56 -18.74 5.70
H 4.07 -18.79 2.69
H 4.81 -17.96 3.99
H 1.82 -18.11 3.68
H 2.73 -16.97 4.63
H 1.54 -18.85 6.06
H 3.12 -18.19 6.46
O 5.02 -22.15 8.26
C 5.87 -22.32 9.08
O 5.56 -22.20 10.38
C 6.37 -23.04 11.20
C 7.64 -23.32 10.38
C 7.27 -22.78 8.97
H 5.79 -23.93 11.46
H 6.61 -22.68 12.20
H 7.91 -24.36 10.19
H 8.56 -22.85 10.72
H 7.45 -23.53 8.21
H 7.86 -21.88 8.75
O 5.64 -23.10 5.48
C 6.65 -23.52 4.99
O 7.57 -24.15 5.77
C 8.81 -24.34 5.05
C 8.44 -24.20 3.57
C 7.06 -23.53 3.56
H 9.07 -25.39 5.19
H 9.56 -23.62 5.36
H 8.43 -25.18 3.10
H 9.11 -23.65 2.90
H 6.39 -24.07 2.90
H 7.19 -22.47 3.33
O 2.44 -23.15 8.02
C 1.86 -23.16 9.07
O 2.51 -23.36 10.24
C 1.63 -23.20 11.37
C 0.27 -23.47 10.77
C 0.38 -22.95 9.33
H 1.68 -22.14 11.66
H 1.94 -23.83 12.19
H -0.53 -22.93 11.28
H 0.05 -24.54 10.82
H 0.21 -21.88 9.34
H -0.26 -23.59 8.73
*
```

Need the natural (NBO) charges? In units of e they are: 1.78 -0.88 0.06 -0.04 -0.06 0.00 -0.65 0.85 -0.49 -0.08 -0.43 -0.53 0.19 0.20 0.24 0.22 0.25 0.27 -0.68 0.85 -0.46 -0.08 -0.44 -0.52 0.21 0.19 0.23 0.23 0.25 0.24 -0.62 0.83 -0.48 -0.08 -0.44 -0.53 0.19 0.20 0.22 0.22 0.26 0.24 -0.66 0.86 -0.50 -0.08 -0.44 -0.53 0.20 0.20 0.22 0.23 0.27 0.25 -0.67 0.85 -0.47 -0.07 -0.42 -0.53 0.18 0.21 0.23 0.22 0.25 0.26